Below is a molecular structure, C15H20MoN2O2, with properties calculated with ωB97M-V/def2-TZVPD.

Positions of all 40 atoms, in Å:
C1 0.90718 -2.35116 -1.51382
C2 2.39255 -1.65730 0.02445
H1 0.22535 -3.07350 -1.06035
H2 1.82155 -2.88815 -1.78579
H3 0.43574 -2.03775 -2.46290
H4 2.74113 -1.07992 0.89906
H5 2.35279 -2.69466 0.36056
H6 3.18084 -1.56054 -0.73116
C3 -2.22037 -0.32088 -1.49607
C4 -3.51597 0.18880 -1.60711
C5 -3.84307 1.38345 -0.95993
C6 -2.87275 2.04233 -0.21178
H7 -1.89562 -1.24611 -1.97335
H8 -4.24773 -0.36441 -2.19890
H9 -4.84704 1.79681 -1.03609
H10 -3.06603 2.96954 0.33027
N1 -1.28627 0.31809 -0.74794
C7 -1.57877 1.50331 -0.12160
C8 -0.49433 2.08805 0.65688
N2 0.66742 1.36188 0.69628
C9 1.74268 1.81429 1.38961
C10 0.49653 3.75031 2.10889
C11 1.67515 3.00157 2.11837
H11 2.63372 1.18742 1.34710
H12 2.55600 3.32066 2.68185
C12 -0.59792 3.28845 1.38009
H13 -1.54765 3.81966 1.33468
H14 0.42855 4.68556 2.66015
Mo1 0.75136 -0.39606 -0.57484
C13 1.63017 0.52632 -2.15959
H15 2.46824 1.14510 -1.79573
H16 0.88855 1.17750 -2.65278
H17 2.00539 -0.21964 -2.87951
C14 0.22475 -3.89567 1.27782
O1 0.39028 -2.60194 1.94773
C15 -0.11238 -1.44821 1.39844
O2 -1.04321 -0.85757 1.92623
H18 0.26305 -4.62733 2.08930
H19 1.03852 -4.07677 0.56692
H20 -0.74837 -3.97155 0.77458

Forces on atoms 1 to 2 (eV/Å):
C -0.9759 -1.0264 -0.2027
C 0.9901 0.3940 1.9811

LUMO (alpha / beta) (eV): -9.164 / -9.432
HOMO energy (alpha / beta) (eV): -16.2 / -16.1
Multiplicity: 3
Charge: +2